## w
Computed, not measured: a single C15H18N4O4 molecule, with the ωB97M-V functional and the def2-TZVPD basis.

Its gap between HOMO and LUMO is 7.6 eV. Its SMILES is NC(=O)C[C@H](NC(=O)[C@@H](N)Cc1c[nH]c2ccccc12)C(=O)O. For the HOMO energy, the calculation gives -7.4 eV. Its total charge is 0. Its LUMO energy is 0.0066 Eh.

Structure (XYZ):
```
41
Properties=species:S:1:pos:R:3:nbo_charge:R:1
C 0.874 -1.348 -1.779 -0.11
C 0.679 0.200 -1.501 0.69
C -0.523 -2.121 -1.886 -0.43
C -1.271 -2.025 -0.619 -0.14
C -1.820 -0.897 -0.011 0.02
C -1.444 -3.038 0.420 -0.12
C -1.856 -2.429 1.593 0.20
C -1.222 -4.390 0.429 -0.19
C -2.111 -3.102 2.806 -0.25
C -1.507 -5.116 1.585 -0.24
C -1.972 -4.490 2.733 -0.23
C 1.461 2.154 -0.137 -0.15
C 0.197 2.351 0.654 0.81
C 1.567 3.144 -1.300 -0.51
C 2.228 4.414 -0.877 0.68
H 1.329 -1.724 0.184 0.37
H 1.811 -3.035 -0.909 0.38
H 1.349 -1.482 -2.838 0.21
H -1.102 -1.581 -2.694 0.24
H -0.378 -3.196 -2.037 0.21
H -1.854 0.127 -0.300 0.23
H -2.047 -0.176 1.811 0.43
H -0.896 -4.883 -0.516 0.21
H -2.405 -2.660 3.737 0.22
H -1.461 -6.219 1.755 0.22
H -2.110 -5.028 3.669 0.21
H 2.282 0.253 -0.156 0.43
H 2.271 2.251 0.565 0.25
H 2.220 2.815 -2.113 0.26
H 0.583 3.227 -1.673 0.23
H 1.636 6.294 -0.375 0.40
H 0.413 5.194 -0.953 0.39
H -0.655 3.741 1.712 0.51
N 1.698 -1.993 -0.693 -0.88
N -2.038 -1.054 1.297 -0.56
N 1.529 0.778 -0.629 -0.62
N 1.386 5.491 -0.872 -0.81
O -0.214 0.778 -2.078 -0.64
O -0.705 1.561 0.842 -0.59
O 3.393 4.489 -0.585 -0.61
O 0.189 3.634 1.164 -0.70
```

***

## x
Computed, not measured: a single C15H18N4O4 molecule, with the ωB97M-V functional and the def2-TZVPD basis.

Its gap between HOMO and LUMO is 8.8 eV. Its SMILES is N[C@@H](Cc1c[nH]cn1)C(=O)N[C@@H](Cc1ccc(O)cc1)C(=O)O. For the HOMO energy, the calculation gives -8.2 eV. Its total charge is 0. Its LUMO energy is 0.0201 Eh.

Structure (XYZ):
```
41
Properties=species:S:1:pos:R:3:nbo_charge:R:1
C 1.000 -1.881 0.041 -0.14
C 0.525 -0.495 0.461 0.67
C 2.396 -2.119 0.709 -0.44
C 3.511 -1.243 0.145 0.10
C 4.704 -0.977 0.786 -0.10
C 4.536 0.081 -1.134 0.18
C -0.466 1.589 -0.310 -0.14
C 0.727 2.609 -0.058 0.79
C -1.569 1.720 0.808 -0.42
C -2.747 0.800 0.458 -0.04
C -3.608 1.097 -0.597 -0.19
C -2.926 -0.476 1.053 -0.18
C -4.676 0.260 -0.906 -0.27
C -3.981 -1.297 0.793 -0.30
C -4.892 -0.946 -0.217 0.31
H 0.971 -3.040 -1.580 0.36
H 1.981 -1.744 -1.759 0.40
H 0.257 -2.564 0.491 0.22
H 2.480 -1.856 1.813 0.26
H 2.535 -3.245 0.617 0.22
H 5.138 -1.216 1.744 0.23
H 4.788 0.730 -1.991 0.21
H 6.295 0.268 -0.053 0.43
H -0.061 -0.123 -1.461 0.44
H -1.013 1.931 -1.197 0.23
H -1.129 1.480 1.787 0.25
H -1.880 2.781 0.742 0.24
H -3.501 2.029 -1.119 0.21
H -2.207 -0.858 1.787 0.22
H -5.365 0.433 -1.711 0.22
H -4.075 -2.232 1.326 0.21
H -6.157 -2.415 0.026 0.48
H 2.138 1.293 -0.280 0.52
N 1.017 -2.036 -1.413 -0.86
N 3.386 -0.516 -0.946 -0.55
N 5.379 -0.141 -0.090 -0.50
N -0.060 0.235 -0.502 -0.64
O 0.646 -0.170 1.622 -0.65
O 0.312 3.747 0.117 -0.60
O -5.992 -1.669 -0.565 -0.67
O 1.978 2.243 -0.014 -0.66
```

***

Stability summary: most stable x, least stable w.